[1]
{
  "formula": "C34H102Cu2O38S",
  "method": "ωB97M-V/def2-TZVPD",
  "elements": ["Cu", "Cu", "S", "O", "O", "O", "O", "O", "O", "O", "O", "O", "O", "O", "O", "O", "O", "O", "O", "O", "O", "O", "O", "O", "O", "O", "O", "O", "O", "O", "O", "O", "O", "O", "O", "O", "O", "O", "O", "O", "O", "C", "C", "C", "C", "C", "C", "C", "C", "C", "C", "C", "C", "C", "C", "C", "C", "C", "C", "C", "C", "C", "C", "C", "C", "C", "C", "C", "C", "C", "C", "C", "C", "C", "C", "H", "H", "H", "H", "H", "H", "H", "H", "H", "H", "H", "H", "H", "H", "H", "H", "H", "H", "H", "H", "H", "H", "H", "H", "H", "H", "H", "H", "H", "H", "H", "H", "H", "H", "H", "H", "H", "H", "H", "H", "H", "H", "H", "H", "H", "H", "H", "H", "H", "H", "H", "H", "H", "H", "H", "H", "H", "H", "H", "H", "H", "H", "H", "H", "H", "H", "H", "H", "H", "H", "H", "H", "H", "H", "H", "H", "H", "H", "H", "H", "H", "H", "H", "H", "H", "H", "H", "H", "H", "H", "H", "H", "H", "H", "H", "H", "H", "H", "H", "H", "H", "H"],
  "positions_angstrom": [[3.46383, 14.75673, 12.09820], [2.80938, 14.79311, 17.85001], [3.49407, 13.66546, 15.32782], [6.77818, 10.32365, 10.31153], [1.31888, 15.51285, 12.41281], [5.58433, 14.61558, 12.52500], [4.09293, 12.34921, 15.07939], [9.26188, 16.80839, 17.88615], [4.72816, 14.03588, 21.43722], [4.53263, 17.85442, 21.92529], [-1.24626, 14.02193, 12.13402], [2.87172, 16.07266, 10.28905], [3.26396, 5.94535, 15.43385], [8.77571, 6.64297, 13.47383], [-0.76004, 11.15142, 12.16177], [1.11870, 16.39583, 17.54917], [-1.78086, 13.65611, 18.97871], [7.11077, 12.24772, 21.48970], [8.45501, 7.00930, 10.53559], [2.25632, 13.68624, 16.05057], [3.48840, 9.84990, 15.15156], [5.02937, 10.94994, 12.81086], [6.63708, 22.29482, 18.96551], [2.20228, 12.78880, 12.06068], [3.43033, 14.42794, 14.09325], [0.10381, 14.24645, 14.72006], [6.22796, 19.67110, 16.62747], [3.82389, 17.32819, 17.34348], [4.11644, 13.46710, 10.13653], [6.75045, 12.52796, 15.84202], [3.33405, 15.76070, 19.80948], [1.00376, 13.83284, 18.59619], [3.66545, 12.90786, 18.78150], [6.38431, 15.79534, 17.32726], [6.42956, 11.53352, 18.83727], [6.67201, 7.49629, 16.49107], [-0.86217, 11.61340, 21.72411], [4.22846, 14.45711, 16.38025], [2.78247, 8.43228, 17.38016], [-1.41548, 11.65222, 15.10942], [4.28754, 17.06673, 12.58705], [-2.26041, 13.05553, 11.98188], [2.76373, 18.09956, 16.71003], [3.44818, 7.11552, 17.49402], [-1.75187, 13.34638, 20.37315], [-0.88115, 13.97023, 15.70913], [2.74597, 6.02972, 16.76748], [3.59696, 18.06258, 20.88994], [-0.79768, 12.46578, 16.10086], [7.13758, 7.33255, 15.12651], [0.73103, 16.41898, 11.43784], [3.30095, 12.24506, 9.96947], [6.70029, 21.73053, 17.72969], [8.79866, 15.81867, 16.95092], [7.70178, 9.28196, 10.59814], [3.16696, 9.65232, 13.81567], [5.94419, 14.35907, 20.88641], [1.53454, 17.21275, 16.40410], [7.44053, 11.50693, 17.90504], [1.80406, 16.93101, 10.46126], [5.63242, 17.06342, 12.98154], [4.51408, 9.67757, 13.07499], [6.38517, 20.22772, 17.96754], [6.34005, 15.81125, 12.52878], [1.31058, 12.50452, 19.16021], [2.74014, 16.77872, 20.60578], [8.59643, 7.06328, 14.82792], [1.94498, 12.38759, 10.65847], [7.40372, 16.05591, 16.30948], [2.65789, 11.99584, 18.62989], [7.04907, 11.25717, 16.45091], [7.12281, 13.63736, 21.59430], [-1.54829, 11.93144, 11.26145], [-1.78528, 11.81761, 20.62944], [7.41285, 7.87845, 10.09690], [-2.72611, 13.55870, 18.84230], [-1.42270, 12.45373, 16.99378], [6.33212, 23.20016, 18.87092], [-2.55069, 12.84161, 13.01051], [-0.92868, 11.63591, 14.28216], [4.12629, 17.38469, 22.65730], [1.58488, 16.52821, 15.55735], [-0.93791, 12.16338, 10.38867], [7.78642, 9.35281, 11.68253], [-0.98943, 13.86022, 20.95861], [0.69064, 17.88181, 16.23591], [7.21002, 15.60063, 13.15079], [2.68933, 5.04864, 17.23905], [-1.26465, 10.68258, 12.83047], [5.70337, 15.21384, 16.98118], [6.13343, 10.38478, 11.02017], [8.73376, 14.89391, 17.52425], [9.62478, 6.97510, 13.17320], [-2.67991, 13.71006, 20.81425], [5.79062, 12.53010, 15.82447], [8.15111, 13.93946, 21.39572], [6.53185, 6.54497, 14.67829], [-0.05784, 15.96389, 10.83895], [3.00451, 6.70924, 14.91351], [2.93584, 18.85359, 21.24397], [1.58945, 12.31656, 12.62904], [0.04489, 13.82033, 18.64108], [2.93443, 8.80267, 16.50763], [6.23359, 17.87337, 12.56842], [-2.81306, 11.65608, 20.95453], [4.48894, 7.12729, 17.17032], [7.20963, 19.78452, 18.52605], [9.09574, 7.97269, 15.16222], [3.76487, 10.76220, 15.26504], [3.12533, 18.68033, 15.86147], [-1.53601, 11.17570, 19.78451], [-0.77839, 14.63535, 16.56654], [-2.28324, 11.26525, 10.80960], [6.75451, 12.01186, 19.60356], [4.64120, 13.60063, 9.34382], [4.52685, 17.95397, 17.53277], [6.19211, 15.40215, 21.08295], [5.97556, 22.23468, 17.09040], [2.76998, 8.64864, 13.66358], [4.75630, 13.85624, 22.37984], [8.74007, 16.90370, 18.68630], [3.85823, 17.88270, 12.85442], [1.15529, 12.90498, 10.11368], [7.64908, 21.61395, 17.20594], [0.61306, 15.11641, 12.92880], [8.07586, 10.64338, 18.10187], [8.65404, 9.55046, 10.14073], [0.48917, 16.88240, 18.08634], [5.94101, 14.08843, 19.83056], [7.58850, 12.00507, 22.28625], [0.22612, 12.19902, 16.36311], [2.28165, 17.83925, 10.82883], [5.62945, 17.03617, 14.07120], [4.12938, 18.42636, 20.01113], [0.89600, 13.89417, 15.13228], [6.68698, 6.57950, 16.77543], [7.86979, 10.68113, 16.02347], [8.23112, 6.73154, 11.42684], [2.96578, 11.13892, 19.22904], [1.31425, 17.34986, 9.58220], [3.97295, 15.37884, 20.41576], [3.50507, 6.96743, 18.57242], [1.56329, 11.39736, 10.90716], [1.27440, 12.65355, 20.23936], [5.55018, 14.37760, 13.45440], [6.80728, 8.19455, 14.54688], [2.42636, 10.39934, 13.53005], [7.33153, 7.85414, 9.01021], [6.50470, 18.75432, 16.69483], [9.05820, 6.32557, 15.48417], [3.11335, 11.94482, 8.93856], [-0.35611, 10.85492, 21.42376], [3.20610, 16.09297, 9.38940], [0.54388, 11.77451, 18.90066], [1.72099, 6.38965, 16.67825], [5.33930, 9.14670, 13.54964], [5.61277, 20.10957, 18.72750], [2.43316, 16.24711, 21.50648], [-2.99311, 13.47004, 11.28947], [6.29568, 10.48009, 16.32187], [7.06070, 13.81300, 22.66826], [4.48699, 12.42020, 18.87560], [2.49301, 11.61195, 17.62314], [9.50153, 15.72917, 16.12263], [4.70282, 11.48700, 13.53649], [7.10977, 15.42492, 15.47070], [1.90566, 17.20180, 20.04654], [7.36847, 17.09331, 15.97682], [4.37926, 9.30365, 12.06005], [-1.84271, 14.10887, 15.21488], [6.73378, 15.98232, 11.52688], [8.24043, 12.24452, 17.96989], [3.88733, 11.38680, 10.29756], [6.43834, 7.53151, 10.44050], [-1.10577, 14.16070, 13.07349], [2.43807, 18.88373, 17.39349], [0.30319, 17.27212, 11.96433]],
  "mulliken_spin": [0.874, 0.837, -0.009, 0.000, 0.022, 0.049, 0.008, 0.000, 0.000, 0.000, 0.000, 0.009, 0.000, 0.000, 0.000, -0.001, 0.000, 0.000, 0.000, 0.084, 0.000, -0.001, 0.000, 0.004, 0.059, 0.000, 0.000, -0.008, 0.002, 0.001, 0.007, 0.002, 0.003, 0.000, 0.000, 0.000, 0.000, 0.089, 0.000, 0.000, -0.002, 0.000, 0.002, 0.000, 0.000, -0.001, 0.000, 0.000, 0.001, 0.000, 0.000, 0.000, 0.000, 0.000, 0.000, 0.001, 0.000, -0.005, 0.000, 0.000, -0.002, 0.000, 0.000, 0.000, -0.002, 0.000, 0.000, -0.003, 0.002, 0.001, 0.000, 0.000, 0.000, 0.000, 0.000, 0.000, 0.000, 0.000, 0.000, 0.000, 0.000, 0.001, 0.000, 0.000, 0.000, 0.000, 0.005, 0.000, 0.000, -0.015, 0.000, 0.000, 0.000, 0.000, -0.004, 0.000, 0.000, 0.000, 0.000, 0.000, -0.001, 0.002, 0.000, 0.000, 0.000, 0.000, 0.000, 0.000, 0.000, 0.000, 0.000, 0.000, 0.000, 0.000, 0.000, 0.000, 0.000, 0.000, 0.001, 0.000, 0.000, 0.000, 0.001, 0.000, -0.002, 0.000, 0.000, 0.000, 0.000, 0.000, -0.003, 0.000, 0.001, 0.000, -0.007, 0.000, 0.000, 0.000, 0.001, 0.001, 0.000, 0.000, 0.001, 0.000, -0.006, 0.000, -0.001, 0.000, 0.000, 0.000, 0.000, 0.000, 0.000, 0.001, 0.000, 0.000, 0.000, 0.001, 0.000, 0.000, 0.000, -0.001, 0.001, 0.000, -0.002, -0.001, 0.001, 0.000, 0.000, 0.000, 0.001, 0.000, 0.000, 0.000, 0.000, 0.000, 0.001],
  "spin_multiplicity": 3,
  "s_squared": 2.003,
  "gap_ev": [8.47, 5.05],
  "charge": 2,
  "energy_ev": -214806.9127
}

[2]
{
  "formula": "C34H18Cl2F5N6O2SV",
  "method": "ωB97M-V/def2-TZVPD",
  "elements": ["V", "Cl", "Cl", "S", "F", "F", "F", "F", "F", "O", "O", "N", "N", "N", "N", "N", "N", "C", "C", "C", "C", "C", "C", "C", "C", "C", "C", "C", "C", "C", "C", "C", "C", "C", "C", "C", "C", "C", "C", "C", "C", "C", "C", "C", "C", "C", "C", "C", "C", "C", "C", "H", "H", "H", "H", "H", "H", "H", "H", "H", "H", "H", "H", "H", "H", "H", "H", "H", "H"],
  "positions_angstrom": [[-0.27342, -0.22825, 0.10659], [-4.17961, 4.69784, -0.99709], [-5.97258, 2.15040, -1.42446], [0.99273, -1.09367, 1.81061], [1.49907, -1.21513, -1.15990], [3.44133, -2.22701, 3.01648], [5.63307, -3.15074, 1.76322], [3.69946, -2.09780, -2.39558], [5.79787, -3.09696, -0.94684], [-0.99969, 3.28733, 2.32365], [-3.79370, -1.68856, 1.40833], [-2.02558, -0.51119, 0.52600], [-1.34973, -0.52639, -2.08491], [-0.71010, -2.66891, 0.08359], [0.51689, 1.12095, -1.24232], [2.20258, 1.99634, 2.23588], [-0.64644, 1.48261, 1.00523], [2.54043, -1.67443, -0.40192], [4.62515, -2.66749, 1.05193], [3.65992, -2.13294, -1.06696], [3.29551, 2.34584, 4.33003], [4.71824, -2.64125, -0.33438], [-3.10085, -1.23349, -3.53743], [-0.15432, -4.95699, 0.45535], [-1.94913, 0.81428, -3.96059], [2.40245, -1.68287, 0.97825], [-3.61956, 3.15338, -0.50003], [3.30085, 2.02659, 2.98321], [-2.29337, -1.39562, -2.42426], [-3.97463, 0.76990, -0.30630], [-2.66388, -1.64541, 0.99010], [0.51306, 2.37506, -3.26596], [3.49294, -2.19130, 1.68901], [2.08952, 2.69446, 4.91354], [-4.42648, 2.01367, -0.68796], [-2.09799, -4.03807, 1.48289], [-1.15953, 0.55400, -2.84702], [0.07235, -3.72329, -0.13414], [-2.69345, 0.65447, 0.22748], [-0.24875, 2.38742, 2.00740], [-2.37007, 3.04834, 0.07646], [1.62317, 3.08805, -2.85175], [1.62539, 1.76678, -0.87060], [-1.24892, -5.11605, 1.29071], [1.03946, 2.30814, 2.79855], [2.19981, 2.76540, -1.63460], [0.94630, 2.69280, 4.13212], [-0.02598, 1.39734, -2.43999], [-1.78140, -2.84157, 0.86542], [-1.87928, 1.79124, 0.42990], [-2.93061, -0.09763, -4.31145], [0.90474, -3.58932, -0.81141], [3.07494, 3.28052, -1.26567], [-1.82048, 1.71614, -4.54039], [-3.84414, -1.97705, -3.78582], [4.21218, 2.32774, 4.90259], [-4.60401, -0.10026, -0.41893], [-1.44752, -6.06481, 1.76987], [2.03442, 3.87557, -3.46827], [2.04167, 2.97743, 5.95623], [-2.98733, -4.09875, 2.09418], [-1.78000, 3.93457, 0.24738], [4.22376, 1.77256, 2.47112], [0.06685, 2.57508, -4.22815], [2.03298, 1.50966, 0.10383], [0.51393, -5.78103, 0.24858], [-0.01785, 2.97767, 4.52747], [-2.41344, -2.25694, -1.77798], [-3.54919, 0.08160, -5.18016]],
  "mulliken_spin": [1.508, -0.006, -0.006, -0.037, 0.007, 0.000, 0.000, 0.000, 0.000, -0.040, -0.038, -0.167, -0.001, -0.015, -0.051, 0.002, -0.137, 0.025, 0.001, 0.004, -0.001, -0.001, -0.001, -0.002, -0.001, -0.019, -0.024, 0.000, 0.008, 0.003, 0.043, -0.001, 0.002, 0.000, -0.021, 0.002, 0.009, 0.007, -0.110, 0.037, 0.006, 0.002, 0.010, 0.000, 0.005, -0.001, 0.000, 0.013, 0.007, -0.028, 0.000, -0.001, 0.000, 0.000, 0.000, 0.000, 0.000, 0.000, 0.000, 0.000, 0.000, 0.000, 0.000, 0.000, 0.010, 0.000, 0.001, 0.000, 0.000],
  "spin_multiplicity": 2,
  "s_squared": 1.034,
  "gap_ev": [5.78, 7.19],
  "e_above_lowest_kj_mol": 0.00,
  "charge": 1,
  "energy_ev": -123736.8580
}

Question: Number 1 is which compound?
Answer: C34H102Cu2O38S